# 1
DFT (the ωB97M-V functional and the def2-TZVPD basis) results for the molecule C41H49F3N4O2S2.

The geometry in XYZ format:
```
101
Properties=species:S:1:pos:R:3:forces:R:3
C 1.976 3.641 2.852 0.50 -0.01 0.04
C 0.523 3.358 3.218 -0.77 -0.06 -0.06
C -0.071 4.497 4.053 -0.08 -0.17 -0.12
C 0.354 2.000 3.887 -0.04 0.24 -0.05
C 0.274 1.859 5.271 0.12 -0.42 -0.10
C 0.339 0.588 5.852 -0.11 0.11 0.11
C 0.596 -0.525 5.064 -0.06 0.33 -0.33
C 0.686 -0.399 3.674 0.21 -0.44 -0.26
C 1.200 -1.607 2.881 -0.45 0.49 -0.17
C 0.162 -2.718 2.857 -0.24 -0.15 -0.18
C 2.528 -2.154 3.412 0.11 0.27 0.01
C 0.390 0.844 3.095 0.64 0.54 0.84
N 0.396 1.027 1.657 2.07 -1.40 -2.10
N 1.659 1.139 1.114 -1.49 -0.61 -0.80
N 1.560 0.690 -0.144 -1.00 0.13 2.75
C 2.719 0.715 -1.020 1.10 0.19 -0.38
C 3.344 -0.486 -1.415 -0.33 -0.46 0.18
C 3.180 -1.782 -0.585 -0.39 0.63 -0.52
C 4.350 -1.904 0.401 0.26 0.18 -0.18
C 2.984 -3.004 -1.473 0.02 -0.48 -0.15
C 4.184 -0.461 -2.538 -0.03 0.47 0.45
C 4.523 0.754 -3.143 -0.33 -0.12 0.26
C 4.094 1.957 -2.580 -0.10 -0.58 0.33
C 3.232 1.951 -1.470 -0.14 0.40 -0.37
C 2.867 3.275 -0.801 -0.61 -0.34 0.18
C 1.802 4.023 -1.602 -0.22 0.01 -0.25
C 4.063 4.179 -0.505 0.32 -0.20 -0.07
C 0.278 0.192 -0.377 1.08 0.45 -0.48
C 0.015 -0.584 -1.564 -0.64 -0.95 -1.75
C -0.624 -1.846 -1.461 0.57 1.07 0.95
C -0.796 -2.631 -2.577 -0.25 -0.61 -0.82
C -0.376 -2.171 -3.835 0.38 0.42 0.65
C 0.269 -0.926 -3.951 -0.38 -0.68 -0.77
C 0.440 -0.136 -2.839 0.08 0.72 1.31
C -0.496 0.441 0.736 0.32 0.65 1.49
C -1.911 0.201 1.071 0.77 -0.12 2.01
H 2.404 2.806 2.283 -0.01 0.43 0.31
H 2.033 4.547 2.231 -0.01 -0.17 0.16
H 2.602 3.805 3.742 -0.22 -0.06 -0.15
H -0.018 3.282 2.262 -0.08 0.23 0.23
H -1.085 4.244 4.386 0.20 0.14 -0.04
H 0.557 4.688 4.930 -0.14 0.05 -0.09
H -0.121 5.415 3.463 0.04 -0.06 0.07
H 0.186 2.743 5.894 0.02 -0.17 -0.04
H 0.225 0.474 6.931 0.10 0.08 -0.31
H 0.756 -1.513 5.492 -0.05 0.31 0.09
H 1.373 -1.265 1.851 -0.06 -0.13 0.16
H -0.808 -2.345 2.499 0.14 -0.16 0.22
H 0.494 -3.500 2.170 -0.08 -0.08 0.11
H 0.048 -3.160 3.860 -0.10 0.14 -0.35
H 3.317 -1.393 3.359 -0.15 -0.15 0.14
H 2.428 -2.499 4.453 0.11 0.05 -0.39
H 2.839 -2.993 2.776 -0.09 0.11 0.29
H 2.263 -1.664 0.004 0.09 -0.08 -0.05
H 4.390 -1.021 1.050 -0.03 -0.18 0.00
H 4.281 -2.803 1.022 -0.14 0.13 -0.12
H 5.310 -1.949 -0.127 -0.17 -0.01 -0.03
H 2.202 -2.813 -2.222 0.16 -0.09 0.21
H 3.900 -3.305 -2.010 -0.26 0.20 0.25
H 2.675 -3.869 -0.863 0.10 0.27 -0.21
H 4.589 -1.397 -2.920 -0.04 0.25 0.14
H 5.149 0.759 -4.028 -0.03 0.01 0.07
H 4.420 2.906 -3.006 -0.04 -0.23 0.21
H 2.432 2.979 0.157 0.05 0.40 -0.10
H 0.942 3.368 -1.823 0.20 0.28 0.07
H 1.439 4.906 -1.052 0.11 -0.28 -0.19
H 2.222 4.361 -2.563 -0.18 -0.06 0.24
H 4.821 3.640 0.075 -0.09 0.12 -0.06
H 4.539 4.524 -1.431 -0.09 0.01 0.16
H 3.756 5.064 0.068 -0.02 -0.27 -0.17
H -0.933 -2.178 -0.457 0.07 0.00 -0.63
H -1.269 -3.624 -2.484 0.23 0.71 -0.09
H -0.524 -2.777 -4.717 0.00 -0.07 0.00
H 0.617 -0.589 -4.939 -0.22 -0.11 0.57
H 0.902 0.868 -2.889 -0.25 -0.74 -0.24
H -2.157 -0.877 0.953 0.22 0.80 0.13
H -2.074 0.487 2.136 0.09 -0.31 -0.61
C -5.465 0.698 -2.419 -0.05 -0.29 -0.71
N -4.829 -0.172 -1.477 -1.08 -0.11 1.55
S -3.430 0.741 -0.096 -0.80 -1.44 -0.92
C -4.830 1.778 0.589 0.26 0.35 0.40
F -4.481 2.301 1.793 -0.26 -0.11 -0.42
F -5.011 2.822 -0.280 -0.32 -0.77 0.85
F -6.038 1.159 0.765 1.78 0.77 -0.37
S -5.711 -1.422 -0.910 1.67 1.50 -2.20
C -5.258 -2.584 -2.201 -0.41 -0.70 -0.14
C -5.955 -3.794 -2.340 0.72 0.32 -0.57
C -5.508 -4.714 -3.296 -0.34 -0.07 0.18
C -4.426 -4.415 -4.132 -0.17 -0.17 0.03
C -3.826 -3.164 -4.055 0.09 0.01 -0.09
C -4.235 -2.252 -3.084 0.07 -0.08 -0.17
O -5.156 -1.949 0.311 -0.19 0.14 0.13
O -7.119 -1.169 -1.056 -0.56 -0.39 0.51
H -4.726 1.484 -2.636 -0.50 0.10 0.04
H -5.606 0.142 -3.361 -0.37 0.30 -0.15
H -6.433 1.094 -2.071 0.33 0.10 -0.26
H -6.844 -3.958 -1.746 0.10 -0.20 0.10
H -6.041 -5.667 -3.405 0.30 0.37 0.03
H -4.074 -5.158 -4.855 -0.20 0.31 0.21
H -3.039 -2.873 -4.761 -0.31 -0.20 0.30
H -3.795 -1.257 -3.012 0.00 -0.49 0.03
```
Positions in Å, forces in eV/Å.

Summary:
Max |F| (eV Å⁻¹): 3.265


# 2
DFT (the ωB97M-V functional and the def2-TZVPD basis) results for a structure of composition C41H50BiFN9O6S2Se.

The geometry in XYZ format:
```
111
Properties=species:S:1:pos:R:3:forces:R:3
Bi 1.223 -1.392 1.098 0.03 0.16 0.42
C 1.993 -3.540 -1.570 0.13 -0.15 -0.28
C 3.381 -3.574 -0.942 0.03 -0.14 -0.04
N 3.558 -2.602 0.135 -0.20 0.00 0.07
C 4.447 -3.064 1.188 -0.05 -0.05 0.05
C 3.842 -4.190 2.054 -0.06 0.01 -0.09
S 2.032 -4.218 2.305 0.16 0.05 0.11
C 1.485 -5.399 1.034 0.02 0.12 -0.07
C 0.525 -4.818 -0.011 -0.01 -0.05 0.04
N 0.926 -3.542 -0.579 0.05 -0.24 -0.09
H 1.909 -4.392 -2.260 0.00 -0.05 0.02
H 1.891 -2.623 -2.150 0.04 -0.24 0.03
H 4.128 -3.430 -1.732 -0.01 0.00 -0.01
H 3.571 -4.566 -0.530 0.04 0.02 0.01
H 3.863 -1.708 -0.237 0.15 -0.07 -0.02
H 4.690 -2.210 1.814 0.00 0.06 0.08
H 5.401 -3.449 0.799 -0.01 0.04 -0.07
H 4.290 -4.142 3.047 -0.03 -0.01 0.01
H 4.090 -5.174 1.656 0.05 0.00 -0.01
H 0.983 -6.221 1.545 -0.01 -0.01 -0.01
H 2.381 -5.810 0.574 -0.05 -0.04 -0.03
H -0.449 -4.661 0.456 0.02 -0.03 0.03
H 0.389 -5.596 -0.778 -0.02 0.05 -0.05
H 0.115 -3.065 -0.950 0.02 -0.13 -0.06
C -3.456 2.437 -4.302 -0.01 0.00 0.01
C -2.350 3.179 -3.567 -0.05 -0.07 0.03
N -1.852 2.434 -2.408 0.03 0.09 0.02
C -0.840 1.554 -2.593 -0.02 -0.02 0.01
C -0.239 0.817 -1.622 -0.03 0.08 0.01
C 0.828 -0.150 -2.081 0.05 0.07 0.12
O 1.047 -0.225 -3.288 0.06 -0.02 -0.08
O 1.408 -0.852 -1.188 -0.25 0.36 -0.04
C -0.634 1.038 -0.264 -0.01 -0.05 0.13
O -0.112 0.579 0.760 0.08 0.03 -0.17
C -1.826 1.879 -0.085 -0.01 0.02 -0.01
C -2.396 1.968 1.182 0.06 -0.05 0.06
C -3.515 2.722 1.383 0.02 0.04 0.05
F -4.022 2.800 2.637 0.05 -0.01 -0.01
C -4.135 3.417 0.338 -0.05 -0.06 -0.05
C -3.574 3.314 -0.925 -0.06 0.01 -0.07
C -2.415 2.564 -1.150 -0.01 -0.06 -0.11
N -5.332 4.170 0.494 0.03 0.10 -0.01
C -6.096 4.086 1.737 -0.04 -0.03 -0.06
C -7.407 4.860 1.540 -0.04 -0.05 -0.03
N -7.712 4.871 0.069 0.01 0.01 0.02
C -6.736 5.770 -0.648 -0.03 0.02 0.01
C -5.353 5.528 -0.033 0.03 -0.01 0.04
H -3.808 3.025 -5.151 0.00 -0.01 0.01
H -4.302 2.233 -3.643 0.01 0.00 -0.01
H -3.089 1.483 -4.679 -0.01 0.00 0.01
H -2.682 4.159 -3.228 0.04 0.03 0.00
H -1.499 3.352 -4.223 0.00 -0.02 -0.02
H -0.483 1.431 -3.608 0.00 0.03 0.00
H -1.931 1.437 2.005 0.01 0.00 -0.02
H -4.078 3.782 -1.759 -0.03 0.01 0.03
H -5.576 4.501 2.604 -0.02 0.04 -0.01
H -6.313 3.041 1.947 0.03 0.00 0.02
H -7.338 5.902 1.845 0.01 0.01 0.01
H -8.233 4.394 2.072 -0.02 0.00 -0.02
H -8.674 5.148 -0.121 0.03 0.01 0.02
H -7.574 3.921 -0.284 0.00 0.02 0.00
H -7.075 6.796 -0.517 -0.02 0.00 -0.01
H -6.776 5.508 -1.703 0.00 -0.02 0.00
H -5.141 6.264 0.753 -0.02 0.01 0.01
H -4.597 5.659 -0.799 0.04 -0.02 0.01
C 7.592 -1.588 -2.754 -0.04 0.02 0.01
C 6.564 -0.804 -1.982 0.01 -0.03 -0.04
C 6.879 -0.222 -0.758 0.02 0.00 0.03
C 5.942 0.523 -0.057 -0.02 -0.08 -0.04
C 4.666 0.678 -0.581 0.08 0.07 -0.16
C 4.331 0.124 -1.814 0.07 0.04 0.06
C 5.283 -0.614 -2.499 0.02 -0.01 -0.01
S 3.431 1.500 0.380 -0.06 -0.23 0.10
O 4.077 2.524 1.157 0.03 0.04 -0.03
O 2.363 1.866 -0.505 -0.06 0.08 -0.06
N 2.894 0.301 1.329 0.16 0.30 0.49
C 3.436 -0.008 2.567 -0.08 -0.05 -0.24
C 4.484 0.612 3.273 -0.06 0.08 -0.07
C 4.838 0.098 4.500 0.00 -0.05 0.06
C 4.167 -1.000 5.040 0.08 0.08 0.01
C 3.156 -1.549 4.289 -0.09 -0.11 -0.13
N 2.820 -1.083 3.085 0.08 0.04 0.05
H 8.420 -1.894 -2.116 -0.01 0.00 0.00
H 8.002 -0.986 -3.567 0.00 0.00 0.00
H 7.152 -2.481 -3.200 0.00 0.00 0.00
H 7.875 -0.346 -0.349 0.00 0.00 0.00
H 6.202 0.983 0.886 -0.01 0.01 0.00
H 3.341 0.258 -2.225 0.02 0.01 0.01
H 5.023 -1.050 -3.458 0.00 0.01 0.00
H 4.966 1.488 2.871 0.00 -0.01 0.00
H 5.641 0.565 5.056 0.00 0.01 -0.01
H 4.419 -1.403 6.010 0.00 0.00 -0.01
H 2.583 -2.401 4.640 0.00 0.01 -0.01
C -0.029 -0.281 3.920 -0.19 -0.05 -0.13
O -0.190 -1.154 2.840 0.37 -0.26 -0.12
H -1.002 0.122 4.237 -0.02 0.01 0.04
H 0.606 0.580 3.668 0.00 0.02 0.00
H 0.415 -0.773 4.794 0.02 -0.01 0.02
Se -2.143 -2.564 2.075 -0.26 0.21 0.65
N -1.469 -2.135 0.494 -0.35 0.10 -0.04
C -2.466 -2.197 -0.386 0.09 -0.06 0.03
C -2.330 -1.948 -1.787 -0.07 0.01 -0.01
C -3.436 -2.019 -2.571 0.00 0.00 -0.01
C -4.724 -2.340 -2.031 0.01 0.00 0.03
C -4.892 -2.597 -0.709 0.04 -0.02 -0.03
C -3.754 -2.552 0.155 -0.05 -0.01 0.02
N -3.774 -2.824 1.456 0.10 -0.04 -0.44
H -1.360 -1.712 -2.206 0.02 0.02 0.00
H -3.343 -1.843 -3.635 -0.02 -0.01 0.00
H -5.573 -2.398 -2.701 0.02 0.01 -0.01
H -5.856 -2.864 -0.297 0.02 0.00 0.02
```
Positions in Å, forces in eV/Å.

Summary:
Max |F| (eV Å⁻¹): 0.731
Charge: +1


The calculation returns the following energy relative to the best compared isomer or geometry (same formula, charge and spin) values, one per record and in order: 146.06 89.94 kJ/mol.
The calculation returns the following E_HOMO values, one per record and in order: -6.224 -9.274 eV.